(1)
The following is a quantum chemistry calculation of C5H10OS in the gas phase in a non-equilibrium geometry, from OMol25.

Each line ends with the Löwdin charge.
CARTESIAN COORDINATES (ANGSTROEM)
1 C -3.98 0.04 -0.45  -0.0739
2 C -0.33 -0.81 0.01  -0.2578
3 C 2.16 -0.75 0.82  -0.0856
4 C 1.11 1.01 -0.61  -0.1023
5 C 0.87 0.01 0.48  -0.5376
6 O -1.78 0.83 1.10  -0.4766
7 S -1.91 -0.21 0.12  0.8920
8 H -3.59 0.74 -1.21  -0.0786
9 H -4.09 -0.86 -1.15  -0.0510
10 H 0.12 -1.51 -0.62  0.0621
11 H 2.63 -1.14 -0.13  0.0977
12 H 1.77 -1.45 1.53  0.0643
13 H 2.91 -0.03 1.25  0.0965
14 H 1.16 0.38 -1.52  0.0837
15 H 2.11 1.53 -0.41  0.1082
16 H 0.24 1.74 -0.73  0.1005
17 H 0.60 0.48 1.53  0.1585

The structure (SMILES) is C=S(=O)=CC(C)C. As for the total energy: -18223.0535 eV. The calculation puts the max |F| at 3.81 eV/Å.

***

(2)
The following is a quantum chemistry calculation of C24H31N5O6S2 in the gas phase in a non-equilibrium geometry, from OMol25.

Each line ends with the Löwdin charge.
CARTESIAN COORDINATES (ANGSTROEM)
1 C 10.40 0.71 -1.33  -0.0617
2 C 9.77 1.97 -0.76  -0.2170
3 H 9.59 2.70 -1.55  0.1214
4 H 10.40 2.41 0.02  0.1225
5 O 8.54 1.69 -0.10  -0.0117
6 C 7.45 1.58 -0.90  -0.5393
7 O 7.48 1.74 -2.10  0.0942
8 N 6.32 1.34 -0.19  -0.0376
9 C 6.30 0.95 1.20  -0.1082
10 H 5.49 1.50 1.70  0.1331
11 C 6.04 -0.55 1.30  -0.1681
12 N 4.79 -0.85 0.63  -0.2381
13 S 4.23 -2.42 0.89  0.6789
14 O 4.78 -3.33 -0.07  -0.2771
15 O 4.41 -2.70 2.28  -0.2762
16 C 2.49 -2.18 0.55  -0.2747
17 C 1.87 -2.87 -0.48  -0.0335
18 C 0.53 -2.66 -0.71  0.0128
19 C -0.19 -1.76 0.07  -0.1058
20 C 0.44 -1.08 1.11  0.0108
21 C 1.79 -1.30 1.35  -0.0385
22 H 2.31 -0.80 2.15  0.1199
23 H -0.10 -0.39 1.75  0.1154
24 C -1.64 -1.60 -0.24  -0.4209
25 O -2.25 -2.36 -0.97  -0.0109
26 N -2.27 -0.54 0.32  0.1122
27 C -3.60 -0.30 0.13  -0.4221
28 C -4.30 0.77 0.67  -0.1121
29 C -5.68 0.70 0.31  -0.2056
30 C -5.95 -0.36 -0.50  -0.4382
31 S -4.56 -1.34 -0.85  1.1912
32 C -7.30 -0.70 -1.03  -0.2011
33 N -8.20 0.42 -0.84  -0.1836
34 C -8.14 0.89 0.53  -0.1895
35 C -6.80 1.60 0.75  -0.1284
36 H -6.79 2.52 0.17  0.1230
37 H -6.70 1.84 1.82  0.1163
38 H -8.24 0.07 1.26  0.1324
39 H -8.95 1.60 0.69  0.1246
40 C -9.53 0.22 -1.37  -0.2475
41 C -10.39 -0.84 -0.67  -0.0832
42 H -11.37 -0.89 -1.14  0.0702
43 H -9.93 -1.83 -0.74  0.0633
44 H -10.53 -0.59 0.38  0.0655
45 H -10.04 1.18 -1.32  0.1133
46 H -9.42 -0.05 -2.42  0.1143
47 H -7.65 -1.62 -0.53  0.1239
48 H -7.23 -0.92 -2.11  0.1275
49 C -3.57 1.76 1.46  -0.4650
50 O -2.40 1.59 1.83  0.0211
51 N -4.21 2.91 1.78  0.1889
52 H -5.10 3.15 1.38  0.0773
53 H -3.68 3.61 2.27  0.1176
54 H -1.84 0.16 0.95  0.1073
55 H 0.01 -3.18 -1.50  0.1234
56 H 2.46 -3.55 -1.07  0.1177
57 C 4.83 -0.50 -0.78  -0.1712
58 H 5.62 -1.07 -1.30  0.1354
59 C 5.11 1.00 -0.90  -0.1060
60 H 4.27 1.56 -0.47  0.1327
61 H 5.24 1.28 -1.95  0.1280
62 H 3.87 -0.75 -1.21  0.1228
63 H 6.88 -1.10 0.85  0.1395
64 H 5.93 -0.87 2.34  0.1188
65 H 7.25 1.21 1.66  0.1273
66 H 9.76 0.30 -2.11  0.0744
67 H 10.53 -0.04 -0.55  0.0769
68 H 11.37 0.95 -1.77  0.0767

The structure (SMILES) is CCOC(=O)N1CCN(S(=O)(=O)c2ccc(C(=O)Nc3sc4c(c3C(N)=O)CCN(CC)C4)cc2)CC1. As for the total energy: -66798.9465 eV. The calculation puts the max |F| at 1.06 eV/Å.

***

(3)
The following is a quantum chemistry calculation of a molecular structure, C11H10CsN4O4Te4, from OMol25.

Each line ends with the Löwdin charge.
CARTESIAN COORDINATES (ANGSTROEM)
1 Cs 0.01 -0.59 -0.90  0.6133
2 O -2.97 -0.92 2.24  0.0235
3 C -3.02 -0.73 0.94  -0.5637
4 O -2.91 -1.58 0.09  0.0261
5 C -3.12 0.75 0.58  -0.1879
6 C -3.40 1.72 1.54  0.0173
7 C -3.36 3.05 1.15  -0.0325
8 C -3.03 3.36 -0.16  0.0001
9 C -2.76 2.31 -1.03  -0.1925
10 N -2.81 1.04 -0.67  0.1537
11 C -2.32 2.52 -2.46  -0.4571
12 O -2.85 3.59 -3.09  0.1179
13 O -1.54 1.80 -3.01  0.1159
14 H -2.42 -1.74 2.42  -0.0518
15 H -3.60 1.44 2.56  0.1251
16 H -3.54 3.83 1.87  0.1146
17 H -2.93 4.39 -0.48  0.1191
18 H -3.52 4.00 -2.54  0.0979
19 Te -0.23 -2.90 2.35  -0.0380
20 Te 1.05 -0.91 3.69  -0.1116
21 Te 0.86 1.38 2.19  -0.2504
22 Te 2.86 1.39 0.35  -0.2841
23 N 4.11 -2.20 1.50  0.1356
24 C 3.94 -2.28 0.15  -0.4233
25 C 2.72 -2.71 -0.40  -0.1728
26 N 2.50 -2.75 -1.70  0.0246
27 C 3.54 -2.40 -2.49  -0.1680
28 C 4.75 -2.04 -1.95  -0.1486
29 N 4.97 -1.97 -0.64  0.1187
30 H 3.27 -2.06 2.05  -0.0040
31 H 4.87 -1.58 1.76  0.0918
32 H 1.91 -3.01 0.26  0.0055
33 H 3.38 -2.42 -3.56  0.0893
34 H 5.58 -1.78 -2.60  0.0964

As for the charge: -1. As for the total energy: -55445.7538 eV. The calculation puts the max |F| at 0.26 eV/Å.

***

> Among the records above, which one has the lowest max |F|?

C11H10CsN4O4Te4

***

> What is the max |F| in the second record?

1.06 eV/Å

***

> Which of these has the lowest max |F|?

C11H10CsN4O4Te4

***

> Among the records above, which one has the highest max |F|?

C5H10OS